Molecular formula: C7H12N2
Method: DFT, ωB97M-V with the def2-TZVPD basis set

The geometry in XYZ format:
```
21
Properties=species:S:1:pos:R:3:nbo_charge:R:1
C 2.40277 -0.05384 -0.59565 -0.716
C 0.98771 -0.37666 -0.52411 0.495
C -1.32386 0.41277 -0.31577 0.110
C -0.72012 0.51895 1.08029 -0.274
C 0.10093 -0.77705 1.40810 -0.389
C 0.55349 -1.55127 0.08556 -0.662
C 0.24621 1.54206 0.40290 -0.226
H 2.87298 -0.57192 -1.47755 0.272
H 2.97145 -0.41219 0.32521 0.263
H 2.60750 1.07352 -0.71237 0.209
H -1.89822 1.37718 -0.49192 0.194
H -2.02285 -1.50551 -0.74607 0.374
H -2.66455 -0.33429 -1.66565 0.374
H -1.34788 0.87848 1.91112 0.226
H 0.96523 -0.45429 2.04987 0.201
H -0.54856 -1.49314 2.00458 0.242
H -0.41027 -1.91296 -0.22506 0.169
H 1.29956 1.66905 0.72099 0.212
H -0.14845 2.54826 0.20207 0.212
N -2.25661 -0.53371 -0.73558 -0.823
N 0.09108 0.65485 -0.85630 -0.462
```

Results
LUMO energy: 0.0158 Eh
HOMO-LUMO gap: 7.05 eV
Charge: 0
E_tot: -383.2355 Eh
Structure (SMILES): CC1=CC[C@H]2CN1[C@H]2N
F_max: 0.0604 Eh/bohr

Molecular formula: C7H12N2
Method: DFT, ωB97M-V with the def2-TZVPD basis set

The geometry in XYZ format:
```
21
Properties=species:S:1:pos:R:3:nbo_charge:R:1
C -1.60694 0.21648 0.22918 0.067
C 0.90211 0.70900 0.29434 -0.311
C 2.16573 0.60706 -0.54181 -0.442
C 1.60105 -0.57162 0.11993 0.026
C -0.42188 0.96889 -0.34140 0.023
N -1.75783 -1.00909 -0.54853 -0.843
N -1.45990 0.05030 1.66669 -0.845
C 1.68717 -1.85402 0.36392 -0.410
C -0.56473 1.79052 -1.36756 -0.370
H -2.51941 0.80438 0.06907 0.185
H 0.99171 1.17851 1.27038 0.246
H -0.90738 -1.56111 -0.51409 0.359
H -2.52453 -1.57248 -0.19618 0.352
H -2.28500 -0.38581 2.06320 0.360
H -0.65790 -0.53428 1.87759 0.354
H 2.07047 0.67504 -1.61605 0.229
H 3.07980 1.03722 -0.15733 0.226
H 0.97133 -2.37681 0.98078 0.193
H 2.48940 -2.45284 -0.03741 0.205
H 0.27336 2.30991 -1.80062 0.196
H -1.52666 1.97074 -1.81407 0.200
```

Results
LUMO energy: 0.0357 Eh
HOMO-LUMO gap: 9.83 eV
Charge: 0
E_tot: -383.3477 Eh
Structure (SMILES): C=C1C[C@H]1C(=C)C(N)N
F_max: 0.0072 Eh/bohr